Molecular formula: ClFH2
Method: DFT, ωB97M-V/def2-TZVPD

```
4
Properties=species:S:1:pos:R:3
H -1.418 0.945 -0.051
H 1.890 -0.364 0.282
F 1.072 -0.251 -0.145
Cl -1.544 -0.330 -0.086
```

Computed properties:
- F_max (hartree/bohr) = 0.0191
- Kohn-Sham gap (Ha) = 0.4420
- HOMO (eV) = -11.14
- energy above the lowest of the compared OMol25 structures with the same formula, charge and spin (eV) = 0.309
- SMILES = Cl.F